Entry A
# C6H8ClN

A structure of composition C6H8ClN (ωB97M-V/def2-TZVPD, OMol25).

Frontier orbital gap = 10.58 eV

Geometry as ORCA input:
```
! RIJCOSX wB97M-V def2-TZVPD def2/J DEFGRID3
* xyz 0 1
C 0.53452 0.62408 -0.83294
H -1.50191 1.52140 -0.53647
C -0.94848 0.57518 -0.55171
C 1.04571 -0.33205 0.23431
H -0.42025 -0.93238 -2.19361
N 0.01063 -1.42046 0.17607
H 0.37643 1.39193 1.66139
H -0.57891 0.79191 -2.68112
Cl 0.74507 -0.43214 3.04800
C -0.34814 0.13406 -1.87234
H 1.10687 1.53168 -0.96080
C -0.86733 -0.34829 0.70936
H 2.03874 -0.66354 0.20326
H -1.73906 -0.63433 1.22524
H 0.19968 -2.13728 0.90214
C 0.34643 0.33024 1.46924
*
```

Entry B
# C6H8ClN

A structure of composition C6H8ClN (ωB97M-V/def2-TZVPD, OMol25).

Frontier orbital gap = 10.11 eV

Geometry as ORCA input:
```
! RIJCOSX wB97M-V def2-TZVPD def2/J DEFGRID3
* xyz 0 1
H -1.82360 1.17224 -0.64075
H -1.10417 -1.09183 1.66373
H 1.21266 -1.59127 0.63664
H 0.56155 1.15480 1.85733
H -0.80534 -1.76020 -1.02737
C -0.78788 -0.68259 -0.73789
Cl 3.20337 -0.13933 -0.03256
C -1.84337 0.19215 -0.14792
C 0.39518 0.50789 0.90891
N 0.53070 1.37302 -0.29921
H 1.58230 1.74625 -0.24112
H 0.89669 0.18091 -2.00643
C -0.90965 -0.38454 0.74822
H -2.89967 -0.25297 0.11743
C 1.27291 -0.44685 0.22096
C 0.51831 0.02234 -1.01994
*
```

Entry C
# C6H8ClN

The molecule C6H8ClN (ωB97M-V/def2-TZVPD, OMol25).

SMILES = N[C@@]12CC=C[C@@H]1[C@H]2Cl
Frontier orbital gap = 9.24 eV

Geometry as ORCA input:
```
! RIJCOSX wB97M-V def2-TZVPD def2/J DEFGRID3
* xyz 0 1
H 0.41412 2.00366 -1.18588
C 1.34230 -0.43923 0.74753
H -0.80211 1.08845 1.66502
H -1.57342 -2.25808 -0.70472
N 0.90228 1.64938 -0.42546
C 0.29912 0.48520 0.11583
C -1.01001 0.74075 0.66213
H 1.84664 1.23753 -0.93365
C -1.05189 -1.31166 -0.48370
C 0.32073 -0.86352 -0.58565
H -1.48375 1.60470 0.08096
Cl 2.95558 -0.45068 0.17093
H -2.83984 -0.67436 0.37897
C -1.77843 -0.54832 0.40161
H 1.42500 -1.35815 1.60812
H 1.03369 -0.90567 -1.51206
*
```

Pick entry A: it beats the second-best structure by 1.507 eV.